Computed, not measured: 14 unconnected molecules or ions with the total composition C16H60N10O14, with wB97M-V/def2-TZVPD.

Results
Energy relative to the best compared isomer or geometry (same formula, charge and spin) ... 7.5123 eV
HOMO-LUMO gap ... 8.886 eV
Energy ... -61126.2505 eV
LUMO level ... -0.11 eV

```
! RIJCOSX wB97M-V def2-TZVPD def2/J DEFGRID3
* xyz 0 1
C 2.386 -3.707 -2.777
C 2.245 -2.682 -1.640
O 2.491 -3.400 -0.451
H 3.449 -4.032 -2.895
H 2.048 -3.313 -3.707
H 1.947 -4.627 -2.525
H 1.295 -2.296 -1.809
H 3.024 -1.848 -1.658
H 3.434 -3.618 -0.314
C 1.400 4.686 1.986
C 2.876 4.613 1.467
O 2.937 3.712 0.380
H 1.130 3.671 2.342
H 0.771 5.025 1.235
H 1.372 5.357 2.857
H 3.636 4.251 2.116
H 3.232 5.588 1.068
H 2.700 4.261 -0.395
C 2.152 -3.011 3.439
O 2.716 -4.057 2.754
N 1.227 -2.295 2.935
N 2.560 -2.640 4.616
H 0.701 -2.719 2.185
H 0.769 -1.563 3.400
H 3.355 -3.116 5.039
H 2.232 -1.794 5.196
C -0.816 0.468 -0.173
O -2.083 0.665 -0.688
N -0.091 1.372 0.430
N -0.067 -0.596 -0.269
H -0.339 2.287 0.126
H 0.860 1.323 0.786
H -0.469 -1.474 -0.575
H 0.782 -0.696 0.328
C 1.347 4.242 -2.054
O 0.326 3.823 -1.196
N 1.863 5.465 -1.839
N 1.947 3.532 -2.938
H 1.483 6.066 -1.065
H 2.669 5.880 -2.396
H 1.604 2.525 -2.931
H 2.852 3.793 -3.271
C 2.635 0.338 0.677
O 3.484 0.545 -0.410
N 2.308 -0.896 1.009
N 2.194 1.268 1.442
H 2.695 -1.638 0.437
H 2.022 -1.272 1.915
H 2.570 2.217 1.268
H 1.727 1.090 2.342
C -0.747 0.392 3.915
O 0.624 0.361 3.909
N -1.455 0.825 2.902
N -1.449 -0.029 4.921
H -0.931 1.012 1.978
H -2.489 0.667 2.915
H -2.451 -0.144 4.912
H -1.059 -0.276 5.842
C -1.590 -1.524 -3.381
O -2.208 -1.765 -4.676
H -2.179 -2.012 -2.531
H -1.578 -0.470 -3.130
H -0.574 -1.935 -3.442
H -1.684 -2.390 -5.058
C -4.559 0.650 -2.704
O -4.576 1.295 -3.969
H -3.931 1.280 -2.085
H -4.139 -0.367 -2.859
H -5.605 0.600 -2.313
H -4.412 0.620 -4.600
C -1.076 -4.637 -1.910
O -0.482 -5.963 -1.868
H -1.585 -4.644 -2.882
H -0.468 -3.694 -1.719
H -1.845 -4.577 -1.204
H -1.165 -6.631 -2.017
C 2.533 0.312 -3.356
O 1.428 0.868 -2.731
H 2.903 1.003 -4.137
H 2.260 -0.601 -3.831
H 3.309 0.103 -2.703
H 1.366 0.426 -1.848
C -2.351 3.835 0.963
O -2.758 3.470 -0.376
H -1.688 4.697 0.988
H -1.830 3.093 1.473
H -3.228 4.153 1.542
H -2.448 2.531 -0.602
C -1.507 -2.703 1.509
O -0.344 -3.237 0.904
H -1.489 -2.927 2.589
H -2.372 -3.123 0.974
H -1.620 -1.579 1.399
H -0.448 -4.169 0.764
C -4.570 -0.411 1.650
O -4.470 -1.566 2.485
H -5.583 -0.319 1.232
H -3.940 -0.436 0.747
H -4.348 0.450 2.268
H -4.771 -1.303 3.316
*
```

***

Computed, not measured: 16 unconnected molecules or ions with the total composition C16H64N12O21, with wB97M-V/def2-TZVPD.

Results
Energy relative to the best compared isomer or geometry (same formula, charge and spin) ... 0.4917 eV
HOMO-LUMO gap ... 7.946 eV
Energy ... -78512.6598 eV
LUMO level ... -0.94 eV

```
! RIJCOSX wB97M-V def2-TZVPD def2/J DEFGRID3
* xyz 0 1
C -2.020 -2.931 -3.261
C -3.337 -3.690 -3.508
O -3.471 -4.806 -2.659
O -2.134 -2.025 -2.135
H -1.666 -2.288 -4.071
H -1.198 -3.610 -3.025
H -3.338 -3.999 -4.554
H -4.189 -3.019 -3.384
H -4.070 -4.588 -1.941
H -1.260 -1.684 -1.911
C -0.094 0.633 0.685
C 0.414 -0.800 0.529
O 0.831 -0.948 -0.828
O 1.016 1.519 0.825
H -0.827 0.831 1.467
H -0.717 0.986 -0.144
H -0.366 -1.528 0.765
H 1.255 -0.928 1.213
H 1.321 -1.782 -0.950
H 1.711 1.330 0.173
C 2.178 -3.420 3.235
C 3.687 -3.633 3.380
O 4.011 -4.121 4.673
O 1.790 -2.378 4.090
H 1.727 -4.402 3.380
H 1.989 -3.164 2.184
H 4.229 -2.684 3.322
H 3.980 -4.247 2.526
H 3.791 -3.448 5.323
H 2.060 -1.477 3.819
C 1.586 4.871 -3.637
C 1.876 3.557 -2.943
O 2.632 3.636 -1.750
O 0.574 4.699 -4.599
H 2.531 5.276 -4.000
H 1.260 5.616 -2.903
H 2.435 2.971 -3.684
H 1.007 2.907 -2.780
H 2.914 2.758 -1.452
H -0.167 4.363 -4.085
C 1.522 1.782 4.244
C 2.854 1.111 3.879
O 2.713 -0.125 3.115
O 1.221 2.805 3.326
H 1.605 2.191 5.252
H 0.746 1.020 4.379
H 3.388 0.858 4.803
H 3.639 1.738 3.451
H 3.538 -0.180 2.625
H 1.379 2.380 2.465
C -3.348 1.307 -0.501
O -2.183 1.619 -0.718
N -4.254 2.262 -0.227
N -3.836 0.070 -0.782
H -5.153 1.968 0.120
H -4.052 3.233 -0.074
H -3.161 -0.653 -0.971
H -4.719 -0.241 -0.416
C -4.104 3.361 3.194
O -4.399 4.526 3.414
N -4.887 2.261 3.335
N -2.812 2.992 2.931
H -4.467 1.344 3.420
H -5.889 2.270 3.393
H -2.122 3.707 3.078
H -2.637 2.004 3.028
C -0.313 5.351 0.122
O -0.313 5.800 -1.029
N -0.299 6.151 1.235
N -0.261 4.046 0.427
H -0.107 5.710 2.115
H -0.265 7.129 1.009
H -0.300 3.716 1.371
H -0.039 3.511 -0.397
C 3.280 -3.956 -1.255
O 2.407 -3.060 -1.387
N 4.491 -3.680 -0.744
N 3.097 -5.202 -1.672
H 5.102 -4.462 -0.921
H 4.891 -2.795 -0.491
H 3.778 -5.931 -1.556
H 2.173 -5.404 -2.017
C -2.007 0.880 -4.785
O -1.610 0.601 -5.904
N -1.384 0.470 -3.646
N -3.068 1.708 -4.503
H -0.464 0.047 -3.678
H -1.654 0.943 -2.796
H -2.678 2.329 -3.805
H -3.454 2.226 -5.278
C -2.418 -0.931 3.108
O -3.265 -0.040 3.156
N -1.232 -0.925 3.767
N -2.505 -2.057 2.370
H -0.933 -0.102 4.262
H -0.663 -1.750 3.795
H -1.864 -2.823 2.450
H -3.345 -2.334 1.886
O 3.247 1.240 -0.656
H 3.901 1.405 0.032
H 3.623 0.510 -1.182
O 4.282 -0.798 -2.174
H 4.208 -0.474 -3.079
H 3.731 -1.595 -2.152
O -2.855 -3.543 -0.019
H -1.952 -3.708 0.260
H -2.756 -3.040 -0.853
O -0.011 -4.161 -0.509
H 0.866 -3.825 -0.751
H -0.011 -5.082 -0.788
O 1.332 -0.347 -3.634
H 1.334 -0.656 -2.717
H 1.746 -1.054 -4.137
*
```

***

Computed, not measured: 16 unconnected molecules or ions with the total composition C16H64N32O16, with wB97M-V/def2-TZVPD.

Results
Energy relative to the best compared isomer or geometry (same formula, charge and spin) ... 10.1754 eV
HOMO-LUMO gap ... 8.686 eV
Energy ... -98083.1239 eV
LUMO level ... -0.32 eV

```
! RIJCOSX wB97M-V def2-TZVPD def2/J DEFGRID3
* xyz 0 1
C -1.815 1.638 4.293
O -1.549 0.471 4.444
N -2.961 2.219 4.310
N -0.810 2.506 4.535
H -3.065 3.203 4.105
H -3.825 1.696 4.332
H -0.954 3.499 4.424
H 0.126 2.189 4.745
C 0.508 0.490 -0.530
O 1.756 0.485 -0.529
N -0.197 0.100 -1.530
N -0.274 1.008 0.375
H 0.376 -0.118 -2.333
H -1.202 0.202 -1.533
H 0.255 1.104 1.230
H -1.284 0.997 0.385
C 4.129 -5.267 -3.348
O 5.039 -6.100 -3.561
N 4.396 -4.009 -3.169
N 2.871 -5.519 -3.259
H 5.338 -3.649 -3.241
H 3.694 -3.328 -2.918
H 2.184 -4.810 -3.044
H 2.513 -6.459 -3.353
C 2.885 3.429 1.326
O 2.343 2.760 2.113
N 3.345 2.987 0.199
N 2.831 4.767 1.291
H 3.280 2.066 -0.209
H 3.584 3.666 -0.509
H 3.102 5.287 0.469
H 2.484 5.170 2.150
C -4.434 -3.946 -3.550
O -4.643 -2.837 -3.057
N -4.197 -4.995 -2.758
N -4.497 -4.254 -4.797
H -4.176 -4.812 -1.765
H -3.856 -5.792 -3.275
H -4.519 -5.212 -5.116
H -5.073 -3.596 -5.302
C 0.105 4.388 -3.041
O 1.249 4.128 -3.016
N -0.856 3.568 -2.539
N -0.436 5.465 -3.427
H -0.469 2.741 -2.107
H -1.820 3.846 -2.649
H -1.351 5.626 -3.032
H 0.254 6.119 -3.770
C 3.224 0.478 4.514
O 3.913 -0.132 5.286
N 3.217 0.327 3.236
N 2.506 1.477 4.884
H 2.984 1.122 2.658
H 4.012 -0.257 3.017
H 2.641 1.755 5.846
H 1.840 1.850 4.222
C -0.330 -2.027 2.451
O -1.571 -2.115 2.411
N 0.478 -2.256 1.455
N 0.336 -1.480 3.444
H 1.486 -2.189 1.449
H -0.004 -2.347 0.572
H 1.297 -1.223 3.271
H -0.260 -1.050 4.137
C 0.358 -6.161 -0.749
O 1.077 -6.746 -0.007
N -0.388 -6.718 -1.685
N 0.204 -4.810 -0.765
H -0.357 -6.283 -2.596
H -0.477 -7.722 -1.615
H -0.196 -4.352 -1.571
H 0.920 -4.332 -0.236
C -5.397 4.806 3.820
O -5.259 4.521 4.975
N -5.030 4.052 2.846
N -6.094 5.875 3.448
H -5.414 4.241 1.931
H -4.459 3.227 2.964
H -6.202 6.018 2.454
H -6.550 6.400 4.180
C 3.369 -2.734 -0.065
O 2.837 -2.789 -1.129
N 3.976 -3.740 0.562
N 3.205 -1.663 0.672
H 3.928 -4.713 0.296
H 4.617 -3.474 1.296
H 3.746 -1.509 1.511
H 2.626 -1.019 0.152
C -1.489 5.169 1.070
O -1.916 6.169 1.572
N -2.216 4.446 0.242
N -0.422 4.516 1.435
H -1.964 3.471 0.163
H -3.149 4.694 -0.054
H 0.202 5.075 1.999
H -0.126 3.610 1.101
C 1.113 -2.526 -4.024
O 0.542 -3.169 -3.160
N 0.833 -2.630 -5.298
N 2.199 -1.878 -3.777
H 0.058 -3.122 -5.719
H 1.704 -2.736 -5.797
H 2.617 -1.880 -2.858
H 2.534 -1.237 -4.482
C -3.828 0.552 1.040
O -3.179 0.670 -0.038
N -3.486 -0.220 2.050
N -4.979 1.025 1.217
H -2.651 -0.788 2.059
H -4.025 -0.211 2.903
H -5.381 1.451 0.394
H -5.323 1.054 2.166
C 7.556 -0.579 0.337
O 8.035 -0.581 -0.823
N 8.187 -0.330 1.437
N 6.303 -0.680 0.484
H 9.102 0.075 1.573
H 7.733 -0.630 2.288
H 5.805 -0.736 -0.393
H 5.941 -0.994 1.373
C -5.035 1.147 -3.142
O -5.771 1.703 -3.998
N -4.466 1.750 -2.211
N -4.678 -0.053 -3.195
H -4.700 2.710 -2.002
H -3.782 1.333 -1.596
H -4.227 -0.388 -2.356
H -4.863 -0.668 -3.975
*
```

***

Computed, not measured: a molecular structure, C16H67BBrNbO17P, with wB97M-V/def2-TZVPD.

Results
HOMO-LUMO gap ... 6.401 eV
Energy ... -134036.1216 eV
LUMO level ... 1.72 eV

```
! RIJCOSX wB97M-V def2-TZVPD def2/J DEFGRID3
* xyz -1 1
C -2.324 2.644 0.621
C -1.498 2.084 -0.548
O -0.752 0.926 -0.172
B 0.413 1.151 0.556
O 1.269 2.128 0.024
Nb 0.847 0.005 2.599
P -0.795 -1.901 1.876
O -0.480 -2.537 0.369
Br -2.926 -1.122 1.552
H -1.915 3.613 0.913
H -3.376 2.749 0.359
H -2.246 1.985 1.486
H -2.158 1.784 -1.368
H -0.835 2.863 -0.938
H 2.173 1.833 0.176
H -0.507 0.979 3.441
H 1.414 -1.044 4.043
H 2.098 -0.901 1.587
H 2.070 1.318 2.826
H -0.517 -3.499 0.447
C 0.187 0.800 -3.363
O -0.824 1.465 -4.136
H 1.150 1.052 -3.803
H 0.168 1.134 -2.327
H 0.051 -0.284 -3.393
H -1.675 1.257 -3.736
C -4.423 -3.236 -1.813
O -5.191 -2.359 -1.003
H -5.075 -3.626 -2.594
H -3.587 -2.707 -2.285
H -4.025 -4.068 -1.228
H -4.587 -2.019 -0.338
C 3.123 1.131 7.099
O 2.533 0.360 6.074
H 2.826 2.165 6.928
H 2.778 0.833 8.095
H 4.217 1.080 7.080
H 2.775 -0.565 6.186
C 3.232 -4.512 1.163
O 2.123 -3.703 1.496
H 3.565 -4.992 2.082
H 2.977 -5.294 0.439
H 4.060 -3.919 0.762
H 1.807 -3.222 0.724
C 3.469 0.296 -2.362
O 4.579 0.361 -1.468
H 2.627 -0.119 -1.810
H 3.208 1.291 -2.723
H 3.699 -0.350 -3.214
H 5.313 0.740 -1.958
C 4.051 -4.378 5.358
O 2.975 -3.524 5.693
H 4.403 -4.833 6.283
H 3.742 -5.177 4.677
H 4.883 -3.832 4.901
H 2.660 -3.112 4.882
C 4.216 3.783 -4.767
O 4.002 2.378 -4.865
H 4.290 4.025 -3.712
H 5.138 4.089 -5.273
H 3.375 4.341 -5.178
H 3.925 2.144 -5.793
C 0.455 5.911 0.857
O -0.876 5.889 0.359
H 1.004 5.092 0.396
H 0.951 6.853 0.609
H 0.470 5.766 1.940
H -1.358 6.615 0.767
C -2.151 -5.551 -3.274
O -0.872 -4.997 -3.558
H -2.117 -6.597 -3.574
H -2.380 -5.497 -2.207
H -2.942 -5.048 -3.838
H -0.880 -4.075 -3.286
C -6.667 -4.086 1.931
O -5.659 -3.941 2.920
H -7.524 -4.550 2.417
H -6.975 -3.123 1.516
H -6.338 -4.726 1.108
H -4.900 -3.530 2.492
C 0.972 4.157 -2.605
O 1.969 5.057 -3.103
H 1.460 3.485 -1.902
H 0.181 4.694 -2.075
H 0.530 3.572 -3.414
H 1.545 5.664 -3.715
C -1.051 -0.883 -7.008
O -1.877 0.064 -6.365
H -1.648 -1.378 -7.773
H -0.190 -0.414 -7.498
H -0.681 -1.649 -6.317
H -1.355 0.513 -5.678
C -2.426 -5.267 2.024
O -2.877 -4.591 0.855
H -2.413 -6.330 1.789
H -1.419 -4.955 2.315
H -3.097 -5.106 2.871
H -2.890 -3.641 1.039
C -0.747 7.468 3.926
O -1.024 8.277 2.786
H -0.942 6.440 3.633
H 0.298 7.555 4.233
H -1.395 7.716 4.770
H -0.861 9.195 3.015
*
```